{
  "formula": "C30H76N4O8",
  "method": "ωB97M-V/def2-TZVPD",
  "smiles": "CC1(C)CCCC(C)(C)N1O.CC1(C)CCCC(C)(C)N1O.COC[C@H](C)N.COC[C@H](C)N.CO.CO.CO.CO",
  "energy_ev": -54676.5872,
  "homo_lumo_gap_ev": 8.3,
  "e_homo_ev": -7.91,
  "e_above_lowest_kcal_mol": 42.2,
  "symbols": ["H", "H", "H", "H", "H", "C", "H", "H", "H", "H", "O", "H", "C", "H", "H", "O", "H", "H", "H", "H", "N", "C", "H", "C", "H", "O", "N", "H", "H", "H", "H", "C", "H", "H", "H", "H", "C", "H", "H", "H", "H", "H", "H", "H", "H", "C", "H", "C", "H", "H", "H", "C", "H", "H", "H", "H", "H", "C", "C", "H", "H", "H", "C", "O", "C", "H", "H", "H", "H", "H", "H", "H", "H", "C", "O", "C", "O", "C", "H", "H", "H", "C", "H", "C", "N", "H", "C", "C", "H", "H", "H", "H", "C", "H", "N", "H", "H", "H", "H", "C", "C", "C", "H", "C", "H", "C", "H", "H", "H", "C", "C", "C", "C", "H", "H", "O", "O", "H"],
  "positions_angstrom": [[4.01845, 0.09437, -6.48752], [5.03671, 4.09982, -0.93785], [-2.91973, 2.93845, -2.58301], [-3.95149, -1.12421, -1.92043], [-0.32338, 1.31624, 8.36721], [7.27292, 0.72100, -5.37750], [3.39381, -1.20925, -2.05450], [-1.55411, 3.58843, -0.36152], [-4.91175, 0.47867, -0.11531], [0.43238, -0.71762, 1.91904], [-3.50988, 3.00863, -0.60349], [-3.80238, 1.54607, -2.02508], [4.53963, 2.55259, 0.03793], [7.58431, 0.09207, -4.54449], [-6.34116, -1.57823, 0.72899], [1.77595, -0.58043, 0.30278], [1.22781, 2.73480, 3.94837], [2.44403, 1.62570, 5.81848], [3.61619, 2.11143, 0.41665], [1.58117, 0.72181, 4.75512], [5.10124, 0.87472, -4.20130], [0.39098, 1.20518, 6.49374], [-0.03067, 0.36838, 0.81815], [-4.27398, -1.55491, 0.20219], [4.91939, 3.17115, 0.85560], [-2.42386, -1.99729, 1.56714], [-3.73897, -2.43011, 1.26801], [-0.90183, 3.44177, 3.63126], [-6.01798, -3.88834, 1.92538], [2.00725, -3.93129, 4.19760], [5.68728, -1.68379, -2.01030], [5.75462, 0.85307, -5.52489], [-4.68366, 0.08628, 1.54300], [2.14062, 0.12067, -0.24497], [-4.40608, 3.56546, -4.38160], [5.23944, 1.72807, -0.12423], [0.92678, -2.49321, 4.75264], [2.16560, -0.12059, 6.12960], [-7.04645, 3.69969, -1.96951], [5.85693, 2.22137, -7.21489], [-0.14924, -2.56032, 4.54595], [-6.95385, -3.79564, -0.36611], [-5.52355, -5.21320, 0.91997], [-1.82400, -2.34554, 0.88304], [-0.10870, 2.99927, 2.06778], [-5.71926, -1.98817, -0.08325], [-0.24150, 4.69825, 2.46978], [1.70328, 0.82065, 5.84805], [-6.08534, 3.11413, -0.56871], [5.56465, -0.34567, -7.34671], [-3.40649, -2.74214, -1.54600], [-4.98294, 3.43334, -2.42041], [6.75930, -1.34388, -3.36206], [-2.76516, -3.80714, 3.13075], [-0.58695, -0.60627, 5.98266], [7.69445, 1.67516, -5.05397], [-4.73887, 4.48254, -2.25468], [-2.94372, -4.64020, 0.29240], [-0.13157, 3.70938, 2.90721], [-4.42453, -4.28375, 3.42124], [-3.53210, -5.22148, -0.41701], [-6.59196, 2.06698, -1.92395], [5.12571, -1.55567, -5.73317], [-1.04768, 0.83278, 4.58330], [-3.76745, 2.64137, -1.94395], [-2.26652, -0.84544, 4.00588], [-5.38846, -3.87125, -1.05241], [-2.31298, -5.34409, 0.83076], [1.35754, -2.04820, 3.85075], [-2.07503, 2.54955, 0.88365], [6.47807, -0.09617, -2.16739], [1.42121, 0.71020, 1.90644], [-1.80346, 0.69780, 6.42225], [-5.92665, -3.47638, -0.18065], [1.16024, 3.57999, 3.49689], [5.06752, -0.18756, -6.38827], [4.40565, 3.39869, -1.10892], [-2.19948, 2.72006, -0.18913], [4.39907, 2.39780, -6.28613], [4.87863, 2.33192, -2.96526], [-5.36813, 2.29459, -4.12634], [-2.19023, 0.25071, 4.02129], [-1.82302, 1.82129, -0.68383], [-0.84676, 0.45544, 5.94574], [-5.21967, 3.26110, -3.85776], [-2.31217, -3.93308, -0.23998], [-3.59649, -4.39148, 2.72442], [-3.49776, -1.73674, -1.14190], [0.15964, 2.26302, 6.30681], [-2.48736, -1.38100, -0.91146], [6.15022, -1.92719, -5.66221], [-3.26741, 0.36605, 0.60265], [0.91388, 0.00357, 1.24668], [7.79914, 0.32755, -6.24865], [0.47294, 0.85669, 7.92290], [5.97327, 3.03214, -5.69159], [-3.10117, 0.48262, 4.59666], [3.28347, -1.54563, -4.55576], [4.61369, -2.48412, -3.90833], [3.63695, -0.22830, -2.46514], [4.36728, -1.54561, -4.40781], [5.99936, -0.91154, -2.71545], [1.27759, 1.32343, 8.33433], [-6.22062, 3.05935, -1.64508], [4.60573, -2.28468, -6.36567], [4.76004, -0.37030, -3.48701], [0.99580, -1.80948, 5.59377], [-2.31833, 0.58353, 2.99439], [2.72245, 0.17002, -2.91306], [5.46767, 2.20470, -6.19113], [-5.37975, -4.13807, 1.07847], [-4.25642, -0.08435, 0.54831], [-3.87370, -3.85596, 1.30202], [-6.15193, -1.42994, -0.92042], [3.89297, 0.38804, -1.59728], [5.61871, 1.82749, -3.33094], [1.66686, -3.68591, 5.06318], [-3.26073, -5.42631, 2.69812]],
  "forces_ev_per_a": [[0.034, 0.081, -0.340], [-0.032, 0.202, -0.388], [0.039, 0.066, 0.081], [0.135, 0.213, 0.061], [0.093, -0.331, 0.183], [0.659, -0.295, 0.568], [0.048, -0.081, -0.113], [0.178, -0.150, -0.488], [0.263, -0.026, -0.316], [0.877, -0.630, -0.069], [-0.197, -0.154, 0.561], [-0.567, -0.014, -0.082], [0.555, 0.172, 0.645], [-0.352, -0.381, -0.089], [0.119, -0.377, 0.263], [-0.044, -0.289, 0.093], [-0.268, -0.076, -0.036], [0.035, -0.010, 0.905], [-0.345, 0.292, -0.548], [-0.443, -0.265, 0.130], [-2.473, -0.922, -0.685], [-0.781, -0.335, 0.402], [0.483, 0.828, -0.394], [-0.392, -1.785, -1.950], [0.030, -0.259, 0.144], [0.276, -0.265, 0.060], [0.150, 2.041, 0.627], [-0.227, 0.225, -0.237], [0.363, 0.342, 0.206], [0.176, -0.508, 0.288], [0.030, 0.033, 0.044], [0.152, 1.255, 0.358], [-0.026, -0.260, 0.034], [-0.019, -0.032, -0.046], [-0.058, 0.089, -0.005], [0.053, 0.106, -0.215], [0.238, 0.395, -0.044], [-0.161, 0.079, 0.600], [0.121, 0.227, 0.302], [0.103, -0.238, 0.033], [0.047, -0.876, 0.082], [-0.154, 0.395, 0.218], [0.289, -0.073, 0.313], [-0.161, 0.023, 0.048], [-0.719, 0.081, 0.032], [-1.238, 1.009, 0.845], [0.012, 0.153, 0.394], [0.247, 0.496, -2.239], [0.041, 0.035, 0.012], [-0.122, 0.822, -0.186], [-0.293, -0.120, 0.254], [0.196, -0.994, -0.253], [-0.108, -0.082, -0.187], [0.022, -0.162, 0.094], [-0.592, -0.108, 0.264], [-0.024, 0.145, -0.499], [-0.054, 0.069, 0.039], [-0.578, 0.450, 0.540], [0.840, -1.209, -0.425], [-0.162, 0.049, -0.178], [0.025, 0.155, -0.163], [0.408, -0.207, 0.144], [-1.068, -0.384, -0.091], [0.558, -0.144, -0.137], [0.819, 0.599, -0.052], [0.922, -0.074, -0.034], [0.121, 0.062, 0.053], [0.116, 0.075, -0.042], [0.035, 0.355, 0.227], [-0.810, -0.085, 0.071], [-0.050, -0.098, 0.088], [-0.148, 0.341, -0.228], [0.377, -0.176, 0.757], [0.578, -0.329, -0.313], [0.332, 0.733, 0.283], [0.461, -1.256, 0.626], [-0.288, -0.547, 0.284], [0.600, 0.203, 0.094], [-0.036, -0.004, 0.292], [-0.078, -0.022, -0.157], [-0.101, -0.068, 0.279], [-1.209, -0.446, 0.174], [0.201, 0.082, -0.153], [0.791, 0.005, -1.092], [0.155, 0.221, -0.097], [0.116, -0.238, -0.203], [1.034, 0.725, 0.113], [0.531, 0.464, 0.657], [0.381, 0.095, 0.088], [0.085, 0.087, -0.591], [0.061, 0.199, 0.308], [0.073, -0.142, -0.367], [-1.246, -0.202, 0.693], [-0.152, 0.312, -0.220], [-0.488, 0.861, 0.097], [-0.247, -0.051, 0.240], [0.091, 0.586, -0.047], [0.050, 0.092, -0.347], [-0.229, 0.108, 0.346], [-0.338, 0.491, 0.150], [0.358, 0.313, -0.377], [0.063, 0.488, 0.399], [0.080, -0.167, -0.095], [-0.937, 0.083, -0.464], [0.156, 0.044, -0.127], [1.689, -1.288, 0.561], [0.320, -0.044, -0.030], [0.145, 0.179, 0.026], [0.066, 0.065, -0.104], [0.292, 0.334, -0.475], [-0.222, -0.793, -1.314], [-0.272, 0.258, 1.212], [-1.026, -1.487, 0.243], [0.529, -0.189, -0.368], [0.206, 0.143, -0.216], [0.850, 0.217, 0.313], [-0.794, 0.487, -0.611], [-0.256, -0.086, -0.008]]
}